47
Properties=species:S:1:pos:R:3:nbo_charge:R:1 method="wB97M-V/def2-TZVPD" spin_multiplicity=1 orbital_gap_ev=7.9985 max_force_ev_per_a=8.99 energy_ha=-1159.896713
O 1.192 1.972 0.612 -0.60
O -2.191 4.092 2.945 -0.67
O -1.913 2.032 4.191 -0.64
O -0.358 -0.621 -3.920 -0.74
N 1.296 -4.745 -2.547 -0.84
N 0.108 1.360 2.495 -0.64
N 0.595 -3.003 -4.012 -0.82
N 1.585 -2.525 -2.068 -0.58
N 2.151 0.251 3.424 -0.85
C 1.571 -1.109 1.423 -0.40
C -2.125 1.591 1.140 -0.38
C -2.063 -0.280 -0.639 -0.19
C -1.549 -0.810 -1.812 -0.34
C 1.138 1.262 1.593 0.69
C -1.299 1.919 -1.278 -0.17
C 2.143 0.241 2.059 -0.13
C 1.871 -2.812 -0.647 -0.22
C -0.963 2.169 2.014 -0.24
C -0.879 -0.093 -2.779 0.33
C -1.119 1.342 -2.636 -0.27
C 1.111 -3.378 -2.846 0.62
C -1.900 1.042 -0.298 -0.10
C -1.538 2.812 3.124 0.79
C 1.841 -1.233 -0.151 -0.40
H -0.368 0.357 2.997 0.45
H -0.632 2.834 1.134 0.29
H 2.875 -0.760 -0.240 0.22
H 2.745 -0.463 3.973 0.39
H 1.236 -1.533 -2.169 0.44
H 2.484 -5.101 -2.668 0.38
H 0.613 -1.419 1.595 0.21
H -2.704 -1.103 -0.108 0.22
H -1.865 -1.776 -2.030 0.21
H 0.232 -3.858 -4.493 0.35
H 2.274 1.239 3.802 0.39
H -2.726 2.435 1.098 0.22
H 1.113 -5.359 -3.442 0.38
H 1.104 -0.661 -0.812 0.21
H -2.551 4.067 3.977 0.51
H -0.975 3.032 -1.112 0.23
H -0.209 -1.749 -3.985 0.50
H 1.155 -3.428 -0.200 0.20
H -0.632 2.024 -3.376 0.21
H 3.075 0.527 1.555 0.18
H 2.093 -2.029 1.870 0.20
H 2.922 -3.278 -0.392 0.20
H -2.688 0.870 1.758 0.21